Record 1
DFT (wB97M-V/def2-TZVPD) results for an isolated molecule of C2H3NS2 at a distorted geometry.

```
8
Properties=species:S:1:pos:R:3:forces:R:3:nbo_charge:R:1
S 2.6399 -0.1946 -0.1580 -1.75 1.06 0.91 -0.029
C 1.1843 0.5386 0.2271 0.97 -2.05 -1.18 -0.115
N -0.0228 -0.2825 0.3855 1.20 3.38 -1.14 -0.620
C -1.1676 0.4501 -0.0609 0.41 -2.27 2.05 -0.120
S -2.6482 -0.1694 -0.1029 -0.32 -0.16 -0.43 0.001
H 1.1430 1.6986 0.1485 -0.66 -2.29 0.52 0.232
H 0.0626 -1.3421 0.4658 -0.30 2.14 -0.41 0.451
H -1.0125 1.5126 -0.1357 0.44 0.19 -0.32 0.200
```
Forces are in eV/Å.

Calculated values
highest occupied orbital energy = -9.0 eV
HOMO-LUMO gap = 0.3014 Eh
multiplicity = 1
SMILES = S=CNC=S
molar mass = 105.187 Da
LUMO level = -0.81 eV
energy above the lowest of the compared OMol25 structures with the same formula, charge and spin = 20.3 kcal per mole



Record 2
DFT (wB97M-V/def2-TZVPD) results for a cluster of 3 separate species, C5H16N2O3 in total at a distorted geometry.

```
26
Properties=species:S:1:pos:R:3:forces:R:3:nbo_charge:R:1
C 2.8777 1.2396 -0.4897 -0.16 -0.72 -0.13 -0.425
N 2.4563 0.7252 0.8411 -1.29 1.07 -2.17 -0.660
C 1.1129 1.1349 1.2114 -0.23 -0.78 0.11 -0.224
C 0.1578 -0.0814 1.4212 -0.16 0.13 -0.87 -0.064
C 0.5017 -0.9483 2.6358 0.24 -0.54 0.18 -0.645
N -1.1752 0.5547 1.4984 -0.40 -0.50 0.85 -0.631
C -2.0983 0.4759 0.5006 1.44 0.15 -1.68 0.522
O -1.8489 -0.2170 -0.4788 -0.46 -0.08 -0.13 -0.660
H 3.7731 0.6271 -0.6094 0.55 1.00 -0.74 0.209
H 2.2272 0.9323 -1.3313 -0.19 -0.50 0.76 0.191
H 2.9125 2.3505 -0.7220 0.66 -0.93 1.10 0.176
H 3.2211 0.6905 1.4830 -0.18 0.40 0.57 0.379
H 1.0237 1.8811 2.0047 0.24 -0.36 0.67 0.183
H 0.5988 1.6739 0.4171 0.58 0.00 -0.62 0.200
H 0.2124 -0.7342 0.4916 -0.26 1.00 1.15 0.232
H 1.0176 -0.3309 3.4447 -0.89 -0.93 -0.81 0.208
H -0.3869 -1.5728 3.0300 1.45 1.13 -0.57 0.226
H 1.2508 -1.6506 2.1904 -0.44 0.34 0.97 0.239
H -1.4315 0.7111 2.4584 -0.53 0.57 -0.08 0.397
H -2.9021 1.2319 0.3448 0.02 -0.48 1.33 0.150
O -0.6593 -2.5218 -2.5507 0.38 -1.58 -0.21 -0.944
H 0.0602 -2.0835 -2.0983 -0.38 0.54 0.08 0.472
H -1.4648 -2.0159 -2.5429 0.17 0.35 0.20 0.475
O -1.4407 -0.0530 -3.4050 -0.05 0.69 0.05 -0.951
H -1.7063 -0.2490 -2.4975 -0.06 0.22 0.21 0.480
H -1.2824 0.8995 -3.3546 -0.05 -0.18 -0.23 0.463
```
Forces are in eV/Å.

Calculated values
highest occupied orbital energy = -9.0 eV
HOMO-LUMO gap = 0.3531 Eh
multiplicity = 1
SMILES = CNC[C@@H](C)NC=O.O.O
molar mass = 152.194 Da
LUMO level = 0.61 eV
energy above the lowest of the compared OMol25 structures with the same formula, charge and spin = 59.4 kcal per mole



Record 3
DFT (wB97M-V/def2-TZVPD) results for a cluster of 2 separate species, C4H10O2 in total at a distorted geometry.

```
16
Properties=species:S:1:pos:R:3:forces:R:3:nbo_charge:R:1
C 0.4076 -1.9901 -3.3999 1.31 -0.77 0.18 -0.546
C 0.9010 -2.1079 -2.1723 -0.97 0.13 -0.21 0.172
O 0.2710 -2.6148 -1.0930 0.32 -0.63 0.97 -0.693
H 1.1341 -1.5206 -4.0400 -0.30 0.02 -0.72 0.207
H -0.3609 -2.6471 -3.7798 -0.48 0.53 -0.06 0.201
H 1.8796 -1.7199 -1.9362 -0.05 0.31 0.34 0.174
H -0.4209 -3.2716 -1.2556 0.17 0.43 -0.50 0.485
C 0.0211 1.0095 2.4418 0.16 0.95 0.11 -0.621
C -0.3891 2.2983 1.7383 0.37 -0.99 -0.19 -0.060
O -1.5637 2.0490 0.9805 -0.26 0.15 -0.13 -0.728
H -0.7253 0.7586 3.1893 0.06 -0.41 0.03 0.204
H 0.9868 1.1975 2.9062 0.07 -0.08 0.37 0.201
H 0.1958 0.2324 1.7098 -0.35 -0.32 -0.09 0.217
H -0.5517 3.1059 2.4487 0.16 0.13 0.02 0.160
H 0.4438 2.5167 1.0611 -0.23 0.55 -0.05 0.157
H -2.2291 2.7040 1.2010 0.02 0.00 -0.07 0.469
```
Forces are in eV/Å.

Calculated values
highest occupied orbital energy = -9.1 eV
HOMO-LUMO gap = 0.3681 Eh
multiplicity = 1
SMILES = C=CO.CCO
molar mass = 90.122 Da
LUMO level = 0.93 eV
energy above the lowest of the compared OMol25 structures with the same formula, charge and spin = 47.3 kcal per mole



Record 4
DFT (wB97M-V/def2-TZVPD) results for an isolated molecule of C24H29N3O6S at a distorted geometry.

```
63
Properties=species:S:1:pos:R:3:forces:R:3:nbo_charge:R:1
C -4.6149 -3.6508 -0.4713 -0.19 0.37 -0.06 -0.638
C -5.4800 -2.5704 -1.1138 0.10 -0.40 -0.11 -0.063
O -5.6538 -1.4414 -0.2801 -0.07 0.17 0.15 -0.492
C -4.6402 -0.5492 -0.1260 0.09 0.29 0.09 0.294
C -4.8634 0.4705 0.7983 0.00 -0.27 -0.18 -0.235
C -3.9214 1.4533 1.0200 0.18 0.11 0.03 -0.258
C -2.7116 1.4516 0.3323 0.05 -0.23 -0.25 0.251
O -1.7220 2.3775 0.4574 -0.10 -0.17 -0.22 -0.517
C -1.7593 3.3292 1.5113 0.00 0.42 0.23 -0.073
C -2.4894 4.6043 1.1059 0.12 -0.43 0.00 -0.634
C -2.4767 0.4178 -0.5855 -0.10 0.26 0.40 0.162
N -1.2798 0.3804 -1.3390 -0.43 0.07 -0.54 -0.644
C -0.0038 0.3087 -0.8947 0.10 -0.12 -0.01 0.685
O 0.9330 0.4011 -1.6622 -0.05 -0.17 -0.05 -0.621
C 0.1715 0.0638 0.5986 -0.24 0.20 0.08 -0.361
N 1.5475 -0.0816 0.9978 0.08 1.19 0.14 -0.660
C 2.2240 -1.2866 0.7533 0.61 -0.74 -0.04 0.113
C 3.3699 -1.5977 1.4852 0.04 -0.09 0.07 -0.214
C 4.0341 -2.7889 1.2742 -0.12 0.01 -0.11 -0.203
C 3.5740 -3.7226 0.3518 -0.02 0.02 -0.05 -0.026
C 4.3085 -5.0118 0.1408 0.01 0.03 0.03 -0.625
C 2.4188 -3.4205 -0.3521 0.08 -0.05 0.10 -0.224
C 1.7495 -2.2245 -0.1601 -0.10 0.30 0.07 -0.179
S 2.3421 1.3891 1.1658 0.31 0.47 -0.14 2.359
O 3.5449 1.2039 1.9197 -0.04 -0.29 -0.26 -0.930
O 1.3711 2.3067 1.6984 -0.14 -0.16 -0.34 -0.959
C 2.8034 1.9560 -0.4371 -0.23 0.44 0.28 -0.511
C 3.8762 1.4955 -1.2502 -0.30 0.34 0.00 0.199
C 4.8094 0.3875 -0.9528 0.13 -0.05 -0.19 -0.658
N 3.9315 2.2051 -2.3430 1.05 -0.90 -0.15 -0.136
O 2.9292 3.1208 -2.2944 -0.88 0.48 0.44 -0.268
C 2.2447 2.9798 -1.1568 0.20 -0.43 0.64 0.417
C 1.1006 3.8762 -0.8855 0.05 0.03 -0.15 -0.672
C -3.4357 -0.5589 -0.8192 -0.22 -0.12 0.06 -0.312
H -5.0507 -3.9546 0.4769 -0.03 -0.06 0.08 0.218
H -4.5611 -4.5148 -1.1279 0.04 -0.11 -0.06 0.217
H -3.6080 -3.2860 -0.2839 0.11 -0.03 0.01 0.210
H -5.0765 -2.2733 -2.0896 -0.09 0.02 0.06 0.168
H -6.4942 -2.9503 -1.2644 0.16 0.07 -0.07 0.196
H -5.8006 0.4823 1.3307 -0.12 0.01 0.08 0.228
H -4.1469 2.2337 1.7282 0.00 0.10 0.07 0.223
H -0.7065 3.5372 1.7235 -0.20 -0.04 0.05 0.219
H -2.2081 2.8871 2.4071 0.09 -0.02 -0.05 0.176
H -2.4502 5.3207 1.9213 -0.01 0.11 0.09 0.218
H -3.5303 4.3992 0.8652 -0.10 0.04 -0.02 0.208
H -2.0142 5.0406 0.2311 0.04 0.07 -0.08 0.215
H -1.3715 0.4705 -2.3440 0.14 0.03 0.14 0.411
H -0.4030 -0.8147 0.9078 0.08 0.06 0.00 0.238
H -0.1977 0.9387 1.1358 -0.27 -0.29 -0.14 0.287
H 3.7393 -0.8926 2.2091 0.02 -0.06 0.09 0.250
H 4.9245 -3.0043 1.8469 0.10 -0.01 0.08 0.211
H 3.8160 -5.6219 -0.6121 0.01 -0.08 -0.04 0.213
H 5.3302 -4.8174 -0.1828 0.07 -0.07 -0.04 0.220
H 4.3571 -5.5778 1.0702 0.03 -0.10 0.02 0.219
H 2.0302 -4.1273 -1.0717 -0.03 -0.07 -0.06 0.209
H 0.8644 -2.0274 -0.7425 -0.06 0.02 -0.07 0.206
H 4.3186 -0.5642 -1.1530 0.01 -0.10 0.02 0.240
H 5.0834 0.4156 0.0994 0.10 -0.05 -0.02 0.244
H 5.6908 0.4706 -1.5821 0.08 -0.03 -0.01 0.237
H 1.1981 4.2973 0.1124 -0.01 0.07 -0.01 0.247
H 1.0728 4.6654 -1.6323 -0.05 0.06 -0.01 0.235
H 0.1705 3.3101 -0.9138 -0.09 0.00 -0.03 0.247
H -3.2083 -1.3162 -1.5526 0.03 -0.12 -0.03 0.222
```
Forces are in eV/Å.

Calculated values
highest occupied orbital energy = -8.3 eV
HOMO-LUMO gap = 0.3233 Eh
multiplicity = 1
SMILES = CCOc1ccc(OCC)c(NC(=O)CN(c2ccc(C)cc2)S(=O)(=O)c2c(C)noc2C)c1
molar mass = 487.578 Da
LUMO level = 0.52 eV
energy above the lowest of the compared OMol25 structures with the same formula, charge and spin = 60.3 kcal per mole



Record 5
DFT (wB97M-V/def2-TZVPD) results for an isolated molecule of C7H13N at a distorted geometry.

```
21
Properties=species:S:1:pos:R:3:forces:R:3:nbo_charge:R:1
C 2.7191 0.5826 -0.5337 -0.54 0.36 0.16 -0.394
C 1.9992 -0.3901 0.0327 0.20 0.50 -1.62 -0.195
C 0.5626 -0.5109 0.2718 -2.99 0.20 0.43 0.051
N 0.0904 -1.5001 1.2606 2.40 1.27 0.57 -0.808
C -0.1920 0.7984 0.1549 0.79 0.41 -0.51 -0.243
C -1.2511 1.4678 0.9000 -1.95 -0.83 2.11 -0.615
C -0.5080 -0.2139 -0.8160 -0.15 -1.19 -1.86 -0.177
C -1.9244 -0.7695 -0.9979 1.17 -1.58 1.29 -0.617
H 3.7956 0.4917 -0.6768 -0.36 -0.11 -0.05 0.207
H 2.2451 1.5063 -0.8763 0.41 -0.11 0.23 0.185
H 2.4996 -1.3023 0.0935 1.03 -1.56 0.81 0.193
H 0.6021 -2.3711 0.9602 -0.69 0.94 1.13 0.357
H 0.5604 -1.0480 2.1185 -0.93 -1.99 -1.02 0.357
H 0.5134 1.4205 -0.3194 0.42 1.46 0.05 0.205
H -0.8804 2.1938 1.6310 -0.17 0.26 -0.46 0.218
H -2.0593 1.8442 0.2306 0.83 0.23 0.41 0.218
H -1.8004 0.7195 1.5399 0.49 0.53 -0.51 0.218
H -0.0377 -0.0762 -1.7717 0.13 0.12 -0.51 0.198
H -1.8985 -1.8225 -1.2885 0.11 -0.08 0.11 0.214
H -2.5795 -0.7134 -0.1399 0.17 0.04 0.50 0.215
H -2.4564 -0.3066 -1.7733 -0.37 1.13 -1.29 0.213
```
Forces are in eV/Å.

Calculated values
highest occupied orbital energy = -8.9 eV
HOMO-LUMO gap = 0.3631 Eh
multiplicity = 1
SMILES = C=C[C@@]1(N)[C@H](C)[C@@H]1C
molar mass = 111.188 Da
LUMO level = 1.01 eV
energy above the lowest of the compared OMol25 structures with the same formula, charge and spin = 58.7 kcal per mole



Record 6
DFT (wB97M-V/def2-TZVPD) results for a structure of composition C39H57AuBN6Si at a distorted geometry.

```
105
Properties=species:S:1:pos:R:3:forces:R:3:lowdin_charge:R:1
Au 0.0308 -0.3086 1.7255 -0.16 -0.81 0.31 0.628
C 5.2711 -0.1740 0.8689 -0.16 -0.19 0.05 -0.071
C 3.8564 -0.5701 1.3088 0.02 0.17 0.11 -0.366
C 3.4252 0.2713 2.5051 -0.01 -0.23 -0.12 -0.093
C 2.9048 -0.4406 0.1568 -0.20 0.00 -0.22 -0.286
C 2.9814 -1.0888 -1.0796 -0.25 0.16 -0.23 0.023
C 1.8949 -0.6287 -1.8012 0.57 -0.49 -0.09 -0.223
C 1.5580 -1.0772 -3.1892 -0.21 0.09 -0.05 -0.344
C 1.7351 0.0291 -4.2348 0.03 -0.16 0.15 -0.060
C 0.1614 -1.6943 -3.1851 0.19 -0.08 -0.14 -0.050
N 1.2025 0.2285 -1.0111 -0.10 -0.10 -0.46 0.043
N 1.8354 0.3385 0.1704 0.83 0.22 0.64 0.038
B 0.0030 1.2159 -1.2465 -0.01 -0.05 0.21 -0.494
N 0.1981 2.3220 -0.1847 0.03 0.56 -0.61 0.033
N -0.0674 2.0548 1.0970 -0.15 -0.12 1.18 0.048
C 0.2115 3.1339 1.8139 0.07 0.05 -0.17 -0.277
C 0.6694 4.1419 0.9651 0.03 -0.15 -0.24 0.022
C 0.6700 3.5827 -0.3036 0.07 0.46 0.32 -0.198
C 1.2923 4.2754 -1.4851 0.04 -0.12 -0.35 -0.352
C 2.5893 3.5664 -1.8870 -0.07 0.24 0.13 -0.049
C 0.4008 4.5177 -2.7036 0.08 0.04 0.20 -0.073
C 0.0462 3.1757 3.3019 -0.17 0.01 0.13 -0.373
C 0.4488 4.5357 3.8742 0.06 -0.30 -0.05 -0.088
C -1.4043 2.8593 3.6674 0.24 -0.10 0.01 -0.069
N -1.4457 0.6415 -1.0587 -0.06 0.12 -0.63 0.042
N -1.8042 0.1782 0.1493 -0.30 -0.43 0.82 0.046
C -3.0977 -0.0972 0.1486 0.03 0.11 -0.39 -0.280
C -3.6064 0.1794 -1.1242 0.34 0.09 -0.21 0.009
C -2.5463 0.6711 -1.8643 -0.78 -0.28 -0.01 -0.206
C -2.7950 1.2437 -3.2352 0.20 0.23 -0.24 -0.353
C -1.9356 0.7015 -4.3725 -0.23 0.01 0.15 -0.062
C -2.7490 2.7726 -3.1972 -0.13 -0.19 -0.03 -0.051
C -3.9550 -0.5370 1.3031 0.04 0.02 0.29 -0.358
C -5.0496 0.5142 1.5439 0.07 -0.26 -0.11 -0.070
C -3.2091 -0.7657 2.6093 -0.13 -0.11 -0.25 -0.088
H 5.9918 -0.3947 1.6548 0.09 -0.01 0.10 0.069
H 5.3101 0.8941 0.6597 0.00 0.11 -0.07 0.077
H 5.5681 -0.7125 -0.0280 0.08 -0.04 -0.10 0.065
H 3.8641 -1.6291 1.6008 0.02 0.13 -0.02 0.120
H 3.4512 1.3283 2.2507 -0.01 0.19 -0.03 0.074
H 4.0852 0.0948 3.3535 0.08 -0.01 0.09 0.072
H 2.4038 0.0196 2.7822 -0.07 0.01 0.15 0.008
H 3.6996 -1.8181 -1.4047 0.13 -0.10 -0.10 0.106
H 2.2813 -1.8641 -3.4429 -0.10 0.10 0.14 0.132
H 1.0876 0.8733 -4.0269 -0.04 0.14 0.00 0.037
H 1.5063 -0.3502 -5.2312 -0.02 0.01 -0.08 0.076
H 2.7633 0.3888 -4.2236 0.07 0.03 -0.03 0.079
H -0.5493 -1.0114 -2.7325 -0.17 -0.01 -0.02 0.050
H 0.1689 -2.6110 -2.5979 -0.06 -0.06 0.09 0.077
H -0.1606 -1.9337 -4.1962 -0.12 -0.05 -0.14 0.074
H 0.0851 1.6741 -2.3385 -0.09 0.12 -0.27 0.095
H 0.9881 5.1333 1.2202 0.07 0.18 0.03 0.097
H 1.5634 5.2739 -1.1142 -0.03 -0.21 0.08 0.129
H 2.3941 2.5495 -2.2142 -0.04 -0.17 -0.10 0.064
H 3.2576 3.5194 -1.0303 0.13 -0.07 0.04 0.082
H 3.0810 4.1173 -2.6894 0.08 -0.03 -0.09 0.074
H 0.2289 3.6047 -3.2625 -0.04 -0.14 -0.09 0.052
H 0.8821 5.2343 -3.3699 0.04 0.04 -0.06 0.075
H -0.5575 4.9289 -2.3963 -0.14 0.05 -0.04 0.077
H 0.6908 2.3970 3.7287 -0.04 0.05 0.00 0.131
H -0.2038 5.3129 3.4766 -0.01 0.10 -0.02 0.077
H 1.4795 4.7826 3.6232 0.06 0.06 0.00 0.073
H 0.3509 4.5315 4.9598 -0.01 0.01 0.05 0.072
H -2.0573 3.6556 3.3124 -0.11 0.05 -0.07 0.083
H -1.5257 2.7650 4.7459 -0.03 -0.03 0.10 0.076
H -1.6923 1.9276 3.1903 -0.15 -0.06 0.02 0.034
H -4.6137 0.0373 -1.4688 -0.17 0.08 -0.10 0.106
H -3.8314 0.9634 -3.4703 0.17 -0.02 0.13 0.128
H -0.8916 0.9395 -4.2199 0.18 0.00 -0.03 0.042
H -2.2586 1.1453 -5.3144 0.00 0.02 -0.09 0.077
H -2.0468 -0.3771 -4.4418 0.09 -0.11 -0.07 0.073
H -1.7913 3.1078 -2.8255 0.17 0.11 0.07 0.037
H -3.5272 3.1625 -2.5450 -0.04 0.05 0.11 0.084
H -2.9002 3.1780 -4.1968 -0.01 0.10 -0.11 0.077
H -4.4381 -1.4816 1.0124 0.06 0.13 0.01 0.130
H -4.5937 1.4506 1.8631 0.01 0.11 0.01 0.082
H -5.7209 0.1681 2.3300 -0.08 0.03 0.05 0.071
H -5.6309 0.6990 0.6434 -0.08 0.08 -0.05 0.063
H -2.6786 0.1349 2.9025 0.10 0.07 0.09 0.040
H -2.4902 -1.5672 2.5022 0.07 -0.02 0.13 0.008
H -3.9162 -1.0292 3.3955 -0.07 -0.03 0.08 0.080
C -3.7155 -4.8446 0.5112 -0.09 -0.05 -0.06 -0.114
C -3.1154 -3.8027 -0.1741 -0.16 -0.07 -0.27 -0.103
C -1.9759 -3.2046 0.3328 0.06 0.11 -0.23 -0.142
C -1.4072 -3.5969 1.5389 0.19 0.43 0.02 -0.353
C -2.0145 -4.6622 2.1962 0.09 -0.09 0.23 -0.116
C -3.1457 -5.2845 1.6934 -0.09 -0.19 0.08 -0.110
Si 0.0660 -2.5912 2.2690 -0.12 -0.18 0.34 0.520
C 1.5437 -3.6587 1.7050 -0.09 0.42 -0.06 -0.340
C 2.6238 -3.8893 2.5478 -0.01 0.08 0.26 -0.146
C 3.7338 -4.6002 2.1348 0.26 -0.12 0.09 -0.117
C 3.7929 -5.1092 0.8492 0.12 -0.08 -0.01 -0.117
C 2.7233 -4.9031 -0.0040 0.09 -0.17 -0.22 -0.107
C 1.6210 -4.1863 0.4225 -0.18 0.01 -0.18 -0.112
H -4.6188 -5.3093 0.1338 0.01 -0.01 -0.03 0.091
H -3.5440 -3.4463 -1.1028 0.00 0.04 -0.05 0.099
H -1.5333 -2.3831 -0.2097 0.05 0.19 -0.10 0.078
H -1.6020 -5.0062 3.1344 0.06 -0.04 0.14 0.088
H -3.5943 -6.1171 2.2234 0.01 0.02 0.07 0.091
H -0.0114 -3.0924 3.6842 -0.01 0.20 0.12 -0.048
H 2.5923 -3.5053 3.5588 0.01 0.08 0.14 0.091
H 4.5571 -4.7641 2.8183 0.05 0.00 0.05 0.092
H 4.6583 -5.6720 0.5228 0.03 -0.01 -0.03 0.090
H 2.7539 -5.3145 -1.0049 -0.03 0.02 -0.08 0.094
H 0.7885 -4.0421 -0.2539 -0.06 0.02 -0.13 0.088
```
Forces are in eV/Å.

Calculated values
total charge = -1
highest occupied orbital energy = -4.1 eV
HOMO-LUMO gap = 0.2518 Eh
multiplicity = 1
molar mass = 845.792 Da
LUMO level = 2.72 eV